Formula: C3H5NOS
Source: the Open Molecules 2025 dataset
Level of theory: wB97M-V/def2-TZVPD

Electronic energy: -645.4219 Eh
HOMO-LUMO gap: 9.864 eV
Energy above the lowest of the compared OMol25 structures with the same formula, charge and spin: 56.3 kcal/mol
HOMO level: -9.2 eV

Geometry as ORCA input:
```
! wB97M-V def2-TZVPD RIJCOSX def2/J DEFGRID3
* xyz 0 1
C 0.7108 -1.6180 -1.7524
C 0.3585 -1.4203 -0.5095
C -0.2460 0.3230 -0.0550
N -0.8005 1.9146 2.1016
O -0.2347 1.2459 -0.8027
S -0.6489 0.2795 1.6336
H 1.0505 -2.5802 -2.1092
H 0.6892 -0.8191 -2.4761
H 0.2957 -2.0965 0.3184
H -1.2914 2.4540 1.3970
H 0.1170 2.3173 2.2545
*
```

Atom charges from the Mulliken analysis, given in e for atoms 1 to 8: -0.55, -0.30, 0.53, -0.55, -0.50, 0.03, 0.26, 0.24

Formula: C3H5NOS
Source: the Open Molecules 2025 dataset
Level of theory: wB97M-V/def2-TZVPD

Electronic energy: -645.4217 Eh
HOMO-LUMO gap: 9.991 eV
Energy above the lowest of the compared OMol25 structures with the same formula, charge and spin: 56.5 kcal/mol
HOMO level: -9.5 eV
SMILES: O=C1CCN1S

Geometry as ORCA input:
```
! wB97M-V def2-TZVPD RIJCOSX def2/J DEFGRID3
* xyz 0 1
O 0.2567 2.3085 -0.0912
C -0.0841 1.1508 -0.2228
C -1.3637 0.0237 -0.1761
C -0.2785 -1.0403 -0.0009
N 0.7293 0.0487 -0.3789
S 2.3943 0.0986 -0.2262
H -1.9798 -0.0082 -1.1302
H -1.7890 0.0859 0.7688
H -0.3270 -1.8806 -0.7397
H 0.0865 -1.3968 0.9661
H 2.3552 0.6097 1.2312
*
```

Atom charges from the Mulliken analysis, given in e for atoms 1 to 8: -0.55, 0.39, -0.45, -0.36, -0.03, -0.15, 0.28, 0.30

Formula: C3H5NOS2
Source: the Open Molecules 2025 dataset
Level of theory: wB97M-V/def2-TZVPD

Electronic energy: -1043.6485 Eh
HOMO-LUMO gap: 9.307 eV
Energy above the lowest of the compared OMol25 structures with the same formula, charge and spin: 25.6 kcal/mol
HOMO level: -8.6 eV
SMILES: S/N=C1/CSCO1

Geometry as ORCA input:
```
! wB97M-V def2-TZVPD RIJCOSX def2/J DEFGRID3
* xyz 0 1
S -3.0903 -0.0306 -0.3321
N -1.6620 -0.9113 -0.1689
C -0.5040 -0.4097 -0.0830
C 0.7493 -1.2944 0.1022
S 2.0927 -0.3013 -0.5176
C 1.1026 1.1925 0.0334
O -0.2700 0.9241 -0.1643
H -2.6464 1.2308 -0.1930
H 0.6883 -2.2693 -0.3802
H 0.8389 -1.5425 1.1570
H 1.4074 2.0569 -0.5454
H 1.2933 1.3549 1.0919
*
```

Atom charges from the Mulliken analysis, given in e for atoms 1 to 8: -0.13, -0.48, 0.45, -0.33, -0.12, -0.37, -0.38, 0.14

Formula: C3H5NOS2
Source: the Open Molecules 2025 dataset
Level of theory: wB97M-V/def2-TZVPD

Electronic energy: -1043.5927 Eh
HOMO-LUMO gap: 9.235 eV
Energy above the lowest of the compared OMol25 structures with the same formula, charge and spin: 60.6 kcal/mol
HOMO level: -8.7 eV
SMILES: S/N=C1/COCS1

Geometry as ORCA input:
```
! wB97M-V def2-TZVPD RIJCOSX def2/J DEFGRID3
* xyz 0 1
S -1.3643 -1.8826 1.4392
N -0.0072 -1.4637 0.4918
C 0.2802 -0.3815 -0.0459
C 1.4636 -0.3159 -1.0908
O 1.3738 1.0788 -1.6705
C 0.9592 2.0671 -0.7370
S -0.5630 1.2805 0.0612
H -2.1251 -0.6498 0.9610
H 1.2139 -0.9502 -2.1084
H 2.3353 -0.5797 -0.5462
H 1.6927 2.3185 0.0941
H 0.5629 2.8923 -1.2446
*
```

Atom charges from the Mulliken analysis, given in e for atoms 1 to 8: -0.07, -0.40, 0.34, -0.28, -0.34, -0.31, -0.17, 0.10

Formula: C3H5NOS2
Source: the Open Molecules 2025 dataset
Level of theory: wB97M-V/def2-TZVPD

Electronic energy: -1043.4987 Eh
HOMO-LUMO gap (spin up / spin down): 7.540 / 6.343 eV
Energy above the lowest of the compared OMol25 structures with the same formula, charge and spin: 119.6 kcal/mol
HOMO level (spin up / spin down): -8.1 / -7.5 eV

Geometry as ORCA input:
```
! wB97M-V def2-TZVPD RIJCOSX def2/J DEFGRID3
* xyz 0 1
C -1.6812 -0.1670 -0.0397
C 0.4020 1.1957 -1.0751
C 0.4917 -1.1612 0.3387
N -0.8229 -0.8140 0.6136
O 1.5375 1.1494 1.2043
S -3.0901 0.4659 -0.0635
S 1.5969 0.4264 -0.0496
H 0.6718 0.7422 -2.1277
H 0.0626 2.2386 -0.9551
H 1.0766 -1.6164 1.1296
H 0.6186 -1.8095 -0.5833
H -0.8635 -0.6502 1.6078
*
```

Atom charges from the Mulliken analysis, given in e for atoms 1 to 8: 0.21, -0.70, -0.60, -0.11, -0.60, -0.28, 0.46, 0.25

Formula: C3H5NOS3
Source: the Open Molecules 2025 dataset
Level of theory: wB97M-V/def2-TZVPD

Electronic energy: -1441.7816 Eh
HOMO-LUMO gap: 8.487 eV
Energy above the lowest of the compared OMol25 structures with the same formula, charge and spin: 54.7 kcal/mol
HOMO level: -8.6 eV
SMILES: C=NSC=S.OC=S

Geometry as ORCA input:
```
! wB97M-V def2-TZVPD RIJCOSX def2/J DEFGRID3
* xyz 0 1
C 0.6555 1.6555 0.2436
N -0.5174 1.4462 -0.1965
S -1.2861 0.0056 0.3115
C -2.7803 0.2071 -0.5356
S -4.0073 -0.8428 -0.4880
H 1.2004 0.9872 0.9159
H 1.1520 2.5718 -0.0754
H -2.7921 1.1380 -1.1103
O 1.3340 -1.0855 1.0701
C 1.7652 -1.4076 -0.1505
S 1.8483 -0.3586 -1.3735
H 1.3663 -1.8616 1.6480
H 2.0615 -2.4552 -0.2594
*
```

Atom charges from the Mulliken analysis, given in e for atoms 1 to 8: -0.49, -0.31, 0.15, -0.19, -0.24, 0.42, 0.28, 0.33